No. 1
ORCA calculation (the ωB97M-V functional and the def2-TZVPD basis) on C17H23DyF5NO3P2 as an isolated structure at a distorted geometry.

spin multiplicity = 6
⟨S²⟩ = 9.3357
orbital gap (alpha / beta) = 4.605 / 4.609 eV
charge = +2
maximum force = 3.87 eV Å⁻¹
DFT total energy = -3008.54830 a.u.
energy relative to the best compared isomer or geometry (same formula, charge and spin) = 103.5 kcal/mol
E_HOMO (alpha / beta) = -11.72 / -11.76 eV
LUMO energy (alpha / beta) = -7.12 / -7.15 eV

Each line ends with the Mulliken charge.
Element x y z (Å)
Dy -0.6601 -0.2860 -0.7779  0.54
P -1.2419 1.8724 1.2569  1.01
C -0.2757 3.0524 0.3289  -1.78
C 1.0011 2.6633 -0.2375  1.15
N 1.2900 1.3332 -0.6006  0.37
C 2.5704 1.0297 -0.9303  0.51
C 3.5524 2.0120 -0.9059  -0.80
C 3.2462 3.3496 -0.6584  -0.58
C 1.9424 3.6773 -0.4180  -1.09
C 2.9471 -0.4033 -1.2624  -1.12
P 1.5767 -1.4934 -1.7977  1.03
H 1.6075 4.6889 -0.2157  0.47
H 4.5802 1.7152 -1.1073  0.45
H 4.0065 4.1232 -0.6381  0.44
H 3.7140 -0.4127 -2.0449  0.56
H 3.4165 -0.8731 -0.3831  0.45
H -1.3431 2.4553 -1.6160  0.24
H -0.6898 4.0623 0.0235  0.35
H -2.7419 -0.8825 -3.5258  0.31
O -1.3811 1.6019 -1.9995  -0.41
H -1.3018 1.8629 -2.9547  0.33
H -2.5267 -2.2148 -0.5042  0.43
O -1.7895 -0.9694 -3.3411  -0.55
H -1.6521 -1.9714 -3.2111  0.33
C 1.6893 -1.3059 -3.5982  -1.39
H 2.6526 -1.6896 -3.9475  0.48
H 0.8875 -1.8717 -4.0843  0.39
H 1.5996 -0.2538 -3.8877  0.37
C 2.2749 -3.1400 -1.5391  -1.26
H 1.4745 -3.8834 -1.6379  0.40
H 3.0516 -3.3627 -2.2815  0.41
H 2.7035 -3.2241 -0.5334  0.41
C -0.3385 2.3385 2.7905  -1.22
H -0.7415 3.2984 3.1530  0.40
H -0.4547 1.5319 3.5180  0.41
H 0.7229 2.4827 2.5275  0.31
C -2.8876 2.6892 1.4420  -1.25
H -3.5502 1.9830 1.9681  0.39
H -2.8043 3.6070 2.0422  0.40
H -3.3403 2.9190 0.4673  0.32
F -1.9744 -4.1301 4.8670  -0.22
C -1.9262 -3.6712 3.5907  0.34
C -3.0173 -3.9371 2.7511  0.58
F -3.9976 -4.7831 3.1574  -0.23
C -3.1184 -3.2592 1.5525  0.26
F -4.0466 -3.5009 0.5907  -0.25
C -2.1323 -2.3211 1.2764  0.02
O -2.3716 -1.4970 0.1284  -0.46
C -0.9848 -2.1574 2.0032  0.11
F 0.0120 -1.3045 1.4182  -0.08
C -0.8729 -2.8057 3.2224  -0.08
F 0.1175 -2.5081 4.0969  -0.24

No. 2
ORCA calculation (the ωB97M-V functional and the def2-TZVPD basis) on a 2-piece molecular cluster, C5H8O overall.

spin multiplicity = 1
orbital gap = 10.687 eV
maximum force = 0.29 eV Å⁻¹
DFT total energy = -270.45345 a.u.
energy relative to the best compared isomer or geometry (same formula, charge and spin) = 65.5 kcal/mol
E_HOMO = -9.48 eV
LUMO energy = 1.21 eV
SMILES string = C1=C[C@H]2O[C@H]2C1.[H][H]

Each line ends with the Mulliken charge.
Element x y z (Å)
C -0.4844 -0.4976 -0.2570  -0.04
C -1.2475 0.7511 0.1427  -0.83
C -0.1378 1.7045 0.5360  -0.36
C 1.0678 1.1378 0.4557  -0.68
C 0.9422 -0.2831 0.0122  0.19
O 0.1383 -1.1216 0.8556  -0.41
H 0.1712 -2.8723 -0.7759  -0.07
H -0.8337 -1.1357 -1.0642  0.35
H -1.8834 1.1362 -0.6621  0.34
H -1.8980 0.5212 0.9965  0.25
H -0.3329 2.7192 0.8680  0.37
H 2.0186 1.6230 0.6457  0.41
H 1.7585 -0.8084 -0.4795  0.39
H 0.7211 -2.8744 -1.2738  0.08

No. 3
ORCA calculation (the ωB97M-V functional and the def2-TZVPD basis) on C23H20FMnN4O11Si as an isolated structure at a distorted geometry.

spin multiplicity = 2
⟨S²⟩ = 1.1319
orbital gap (alpha / beta) = 6.545 / 6.742 eV
charge = -1
maximum force = 11.90 eV Å⁻¹
DFT total energy = -3475.45528 a.u.
energy relative to the best compared isomer or geometry (same formula, charge and spin) = 56.7 kcal/mol
E_HOMO (alpha / beta) = -4.72 / -4.92 eV
LUMO energy (alpha / beta) = 1.82 / 1.82 eV

Each line ends with the Mulliken charge.
Element x y z (Å)
Mn 0.4138 0.0187 -0.2691  0.15
O -2.2556 -2.4226 -2.1052  -0.49
C -1.5601 -1.5990 -1.3581  0.41
O -0.5266 -1.8815 -0.8590  -0.61
C -2.2249 -0.2693 -1.1351  0.63
C -3.3074 0.1543 -1.8495  -0.46
C -3.7675 1.4454 -1.6183  -0.72
C -3.1489 2.2028 -0.6642  -0.43
C -2.0759 1.6695 0.0368  0.41
N -1.6007 0.4508 -0.2404  0.07
C -1.4482 2.4571 1.1838  0.50
O -1.3360 3.7578 0.9795  -0.73
O -1.1990 1.8842 2.2056  -0.65
H -1.6677 -3.1631 -2.3194  0.39
H -3.7384 -0.4975 -2.6010  0.50
H -4.5899 1.8541 -2.1958  0.43
H -3.4692 3.2147 -0.4517  0.48
H -1.0880 3.9099 0.0016  0.55
C 2.4608 -3.3781 -0.5223  -1.02
Si 3.0283 -1.7422 -1.2320  0.00
C 2.5987 -1.6758 -3.0311  -0.84
C 4.8931 -1.7976 -1.0990  -1.33
N 2.3143 -0.4575 -0.3378  0.60
C 3.0060 0.3323 0.5772  0.40
C 4.2682 0.9317 0.4329  -0.42
C 4.8236 1.7206 1.4395  -0.85
C 4.1410 1.9601 2.6234  -0.40
C 2.8771 1.3973 2.7948  -0.76
C 2.3758 0.6233 1.7851  0.78
F 1.1378 0.0717 1.9448  -0.47
H 2.6018 -4.2157 -1.2283  0.31
H 1.4019 -3.3297 -0.2579  0.26
H 3.0340 -3.5995 0.3874  0.28
H 3.1332 -2.4676 -3.5792  0.51
H 2.8814 -0.7029 -3.4532  0.18
H 1.5214 -1.8034 -3.1881  0.07
H 5.2284 -2.8008 -1.4109  0.35
H 5.2353 -1.6280 -0.0721  0.39
H 5.3843 -1.0619 -1.7529  0.29
H 4.7990 0.7926 -0.5025  0.33
H 5.8018 2.1704 1.2843  0.36
H 4.5699 2.5864 3.3970  0.37
H 2.2844 1.5647 3.6872  0.45
O -0.4669 3.9888 -0.7551  -0.64
C 0.1230 2.9330 -1.1274  -0.03
O 0.6577 2.1227 -0.3380  -0.54
C 0.0853 2.6210 -2.6032  0.53
C -0.0087 3.6579 -3.4850  -0.14
C -0.1463 3.4219 -4.8573  -0.96
C -0.2981 2.1487 -5.3390  -0.32
C -0.2678 1.0863 -4.4699  -0.88
C 0.0358 1.2446 -3.0591  0.48
O 0.2526 0.2757 -2.3046  0.46
N -0.5756 -0.2225 -5.0748  0.93
O -0.4068 -0.3525 -6.2771  -0.67
O -0.9259 -1.1460 -4.3630  -0.54
N -0.1909 4.5422 -5.7983  1.04
O -0.3343 4.3024 -6.9875  -0.66
O -0.0753 5.6694 -5.3537  -0.65
H 0.0157 4.6727 -3.1134  0.64
H -0.4683 1.9797 -6.3890  0.67